Here is C19H43BaF6N3O23P3 as an isolated structure from OMol25. Energies are from the ωB97M-V functional and the def2-TZVPD basis.

XYZ file:
```
98
Properties=species:S:1:pos:R:3:lowdin_charge:R:1
Ba -12.54087 32.32396 -7.00511 1.94
N -9.24000 32.97282 -7.16594 -0.59
O -9.77637 32.40235 -6.19097 -0.17
O -8.11805 33.47202 -7.01814 -0.02
O -9.90022 33.17538 -8.19539 -0.11
C -5.12640 34.46064 -5.94850 0.05
N -5.44761 34.31060 -4.49494 -0.43
O -6.00458 35.21493 -3.89371 0.05
O -5.27294 33.21136 -4.00234 0.06
H -4.29010 33.79770 -6.13004 0.10
H -4.98708 35.52957 -6.08809 0.10
H -6.06085 34.19692 -6.44301 0.06
C -6.50597 30.98076 -6.01327 0.02
N -5.71537 29.72312 -6.12526 -0.44
O -4.67103 29.62921 -5.53393 0.09
O -6.26280 28.80176 -6.70394 0.05
H -5.76049 31.75085 -6.18112 0.06
H -7.04548 31.05764 -5.07604 0.10
H -7.20611 31.01080 -6.84334 0.07
C -8.84049 36.40477 -6.03664 -0.08
O -10.12851 36.76661 -6.53308 -0.20
P -11.44555 36.22731 -5.80293 0.42
O -11.92146 34.89246 -6.21257 -0.40
O -11.15197 36.40445 -4.22836 -0.25
C -10.86513 37.71253 -3.69153 -0.06
O -12.46422 37.44032 -6.02239 -0.22
C -13.31139 37.44124 -7.20837 -0.04
H -8.45815 37.16454 -5.35648 0.10
H -8.13340 36.25769 -6.85225 0.09
H -8.84061 35.42537 -5.55064 0.07
H -11.79506 38.01374 -3.21201 0.10
H -10.54340 38.39098 -4.48015 0.09
H -10.06310 37.61936 -2.96118 0.10
H -12.68078 37.17851 -8.05706 0.09
H -13.65901 38.46297 -7.32421 0.10
H -14.13679 36.75659 -7.02956 0.09
C -6.28523 35.54544 -11.62665 -0.10
O -7.51490 35.20206 -12.25190 -0.21
P -8.72817 36.25611 -12.28243 0.42
O -9.98706 35.78077 -12.87331 -0.22
O -8.85158 36.72998 -10.72721 -0.22
C -9.43274 35.81918 -9.80834 -0.12
O -8.06695 37.59167 -12.86497 -0.23
C -7.50767 37.68147 -14.17790 -0.08
H -6.22302 35.08369 -10.64194 0.06
H -6.14742 36.61168 -11.44073 0.09
H -5.45542 35.18883 -12.23329 0.10
H -10.24178 36.23862 -9.20614 0.07
H -8.70318 35.56278 -9.03543 0.07
H -9.76263 34.91344 -10.31568 0.08
H -8.08273 38.27488 -14.88686 0.09
H -7.45018 36.65969 -14.55730 0.09
H -6.51470 38.12526 -14.14047 0.09
C -9.57496 33.74605 -3.04091 -0.07
O -10.42044 32.81197 -2.36884 -0.19
P -11.88215 32.39535 -2.82402 0.41
O -12.24888 32.59783 -4.24948 -0.42
O -12.09567 30.89687 -2.36915 -0.19
C -11.55463 30.46375 -1.10597 -0.07
O -12.83040 33.18019 -1.78201 -0.19
C -12.87576 34.59381 -2.00395 -0.10
H -8.63288 33.26465 -3.30215 0.09
H -9.35757 34.63002 -2.44596 0.10
H -10.01722 34.05789 -3.98638 0.05
H -10.75975 31.10958 -0.73448 0.09
H -11.24824 29.42662 -1.17950 0.10
H -12.30676 30.57406 -0.32141 0.10
H -13.01998 34.96174 -3.01894 0.08
H -12.03732 35.06607 -1.49281 0.10
H -13.76054 34.99652 -1.50465 0.10
C -9.82430 28.78848 -5.03272 -0.05
C -10.33565 27.88680 -6.10663 -0.23
O -10.14347 26.49704 -6.03126 0.06
C -10.28850 25.68899 -7.05858 -0.40
O -10.50752 26.01908 -8.18058 0.18
C -10.25908 24.20445 -6.69204 -0.57
F -9.27456 23.57818 -7.32328 0.19
F -10.08316 23.97685 -5.39683 0.18
F -11.41969 23.68624 -7.07406 0.18
H -10.30228 29.76341 -5.08143 0.06
H -8.75855 29.00925 -5.13457 0.07
H -9.96135 28.24167 -4.09489 0.10
H -10.01335 28.27472 -7.08090 0.13
H -11.43303 27.98290 -6.09218 0.13
C -5.77987 32.63375 -9.28718 -0.06
C -5.88790 31.24517 -9.85286 -0.16
O -6.78448 31.31188 -10.97141 0.04
C -6.90560 30.35522 -11.85225 -0.41
O -6.32314 29.31143 -11.84437 0.18
C -7.75294 30.74269 -13.08442 -0.57
F -8.55051 31.76514 -12.85780 0.19
F -6.87501 31.03556 -14.04764 0.18
F -8.47445 29.70551 -13.49754 0.18
H -6.74375 33.08877 -9.05206 0.07
H -5.30751 33.37913 -9.92749 0.07
H -5.18827 32.65553 -8.37039 0.07
H -6.30830 30.56644 -9.10900 0.12
H -4.94378 30.83808 -10.21392 0.14
```

Values from the calculation:
HOMO level = -12.4 eV
Largest force on an atom = 3.3 eV/Å
Charge = +1
E_tot = -116822.7566 eV

Here is C19H43BeBrCl4F3KN3O11PS as an isolated structure from OMol25. Energies are from the ωB97M-V functional and the def2-TZVPD basis.

XYZ file:
```
88
Properties=species:S:1:pos:R:3:lowdin_charge:R:1
C 2.21715 2.74449 -0.82399 -0.11
C 1.94385 3.06145 -2.37434 -0.13
C 1.15798 4.41770 -2.66813 -0.37
O 0.85538 4.65546 -3.87018 0.06
O 0.80827 5.40989 -1.71044 -0.05
C -0.26395 4.97789 -0.84038 -0.21
C -1.73068 5.44023 -1.31064 -0.20
C -2.85196 4.27527 -1.12745 -0.35
Br -2.75288 3.57801 0.72594 0.85
C -2.50298 3.14722 -2.20604 -0.26
N -2.80661 1.76537 -1.75045 -0.27
C -1.55379 1.04898 -1.30413 -0.14
H 2.20080 3.65097 -0.13593 0.08
H 1.40285 2.00571 -0.47104 0.07
H 3.21627 2.17994 -0.73720 0.08
H 2.94982 3.10140 -2.91649 0.13
H 1.37750 2.16430 -2.80374 0.12
H -0.06150 5.41970 0.20142 0.15
H -0.26731 3.83997 -0.78003 0.08
H -2.11989 6.33123 -0.68966 0.12
H -1.79031 5.74693 -2.41693 0.14
H -1.43017 3.22792 -2.60764 0.16
H -3.19400 3.34538 -3.11122 0.16
H -3.08067 1.26496 -2.64071 -0.11
H -1.75411 0.52726 -0.29659 0.06
H -0.67091 1.74796 -1.12837 0.05
H -1.22556 0.23681 -2.03464 0.10
C 4.55457 0.02989 -4.97893 -0.21
O 4.58326 -1.23650 -4.34573 -0.29
P 4.83705 -1.24756 -2.76684 0.40
O 3.90899 -0.41673 -1.97117 -0.23
O 6.38437 -0.84251 -2.62770 -0.22
C 7.33820 -1.48695 -3.46208 -0.10
O 4.83514 -2.80669 -2.40678 -0.22
C 5.06822 -3.16036 -1.05042 -0.10
H 4.75061 -0.11879 -6.05973 -0.14
H 3.57113 0.48727 -4.85360 0.10
H 5.32461 0.69309 -4.57307 0.10
H 7.63870 -0.79927 -4.25515 0.09
H 6.94314 -2.40115 -3.91169 0.09
H 8.21344 -1.74199 -2.86275 0.09
H 5.44330 -2.31467 -0.46945 0.09
H 5.80969 -3.96104 -1.02036 0.09
H 4.13769 -3.51862 -0.60700 0.09
Be 4.27497 -1.17977 -7.20412 0.42
C -2.20054 -1.99296 3.79677 -0.32
S -2.98739 -1.62800 2.19967 0.53
O -2.11739 -0.62127 1.49623 -0.61
C -4.41337 -0.72239 2.87787 -0.41
H -1.26017 -2.51743 3.60804 0.05
H -1.99536 -1.06182 4.32893 0.06
H -2.84903 -2.62588 4.39045 -0.06
H -4.06155 0.13005 3.46950 0.05
H -5.02357 -1.40877 3.50636 -0.16
H -5.02192 -0.35949 2.04545 0.06
C -6.58171 5.53836 2.09266 -0.70
O -7.15144 6.32845 2.82944 0.02
N -5.37012 5.00421 2.38832 0.13
N -7.11079 5.12524 0.91308 0.15
H -4.88552 4.35330 1.79518 -0.03
H -4.94415 5.28569 3.25584 0.11
H -8.00965 5.49934 0.65779 0.11
H -6.65903 4.47679 0.29387 0.09
O -4.77618 -1.76844 -0.68202 -0.24
H -4.03646 -1.42896 -0.16175 -0.05
H -4.36742 -2.06627 -1.50196 -0.05
C 7.44971 -1.11843 -9.62808 -1.01
Cl 6.50452 0.13306 -10.44263 0.50
Cl 6.41146 -2.17934 -8.66448 0.41
H 7.96666 -1.71540 -10.37758 0.03
H 8.17541 -0.64221 -8.97104 0.03
Cl -4.36146 0.03531 -2.35228 0.21
Cl -4.72408 -3.03163 3.44111 0.05
C 0.32028 -6.81380 7.88632 -0.06
C -1.05899 -6.74003 7.26099 -0.21
O -1.73716 -5.54197 7.66608 0.03
C -1.41795 -4.42464 6.98330 -0.36
O -0.61791 -4.38252 6.08533 0.15
C -2.24544 -3.24154 7.48164 -0.52
F -2.30132 -3.18234 8.82849 0.15
F -3.51859 -3.30532 7.04813 0.16
F -1.75769 -2.05806 7.06871 0.15
H 0.25443 -6.71742 8.97272 0.08
H 0.80383 -7.76183 7.64342 0.08
H 0.95713 -5.99999 7.53226 0.08
H -1.66568 -7.57760 7.61217 0.13
H -1.01247 -6.81138 6.17120 0.12
K -2.29161 -3.75269 0.41005 0.81
```

Values from the calculation:
HOMO level = -6.8 eV
Largest force on an atom = 7.2 eV/Å
Charge = 0
E_tot = -212517.8315 eV

Here is C19H43GdN2OP3S as an isolated structure from OMol25. Energies are from the ωB97M-V functional and the def2-TZVPD basis.

XYZ file:
```
70
Properties=species:S:1:pos:R:3:lowdin_spin:R:1
Gd 0.02624 1.13641 0.10788 6.81
P 1.66149 2.07198 2.21954 0.04
P 2.22994 0.95441 -1.81020 0.02
P 1.01307 -1.35840 0.90782 0.05
H -2.65196 0.67308 -0.92148 0.00
C -2.29447 0.11823 -0.03772 0.00
C -2.18681 0.71861 1.21356 -0.01
H -2.45660 1.77166 1.37362 0.00
C 1.43770 3.87212 2.47740 0.00
C 3.48942 1.95012 2.27005 0.01
C 1.24219 1.43086 3.89752 0.01
C 1.64465 0.22195 -3.40045 0.00
C 2.84578 2.59371 -2.37582 0.00
C 3.80058 0.05335 -1.51447 0.01
C -0.15062 -2.08104 2.12141 0.01
C 2.63280 -1.68972 1.66599 0.02
C 0.99093 -2.45287 -0.55420 0.01
H -2.35426 -0.96345 -0.19351 0.00
H -2.13177 0.16453 2.14906 0.00
H 0.36619 4.11463 2.49058 0.00
H 1.92687 4.42631 1.66552 0.00
H 1.88620 4.15562 3.43594 0.00
H 3.91432 2.51376 1.43059 0.00
H 3.81401 0.90558 2.19702 0.00
H 3.85093 2.38083 3.21214 0.00
H 0.17750 1.61572 4.10130 0.00
H 1.85577 1.96821 4.63789 0.00
H 1.43776 0.35114 3.96086 0.00
H 2.44003 0.15681 -4.15480 0.00
H 0.83100 0.83165 -3.81706 0.00
H 1.25404 -0.78766 -3.22109 0.00
H 3.59070 2.50949 -3.17683 0.00
H 3.31091 3.11511 -1.52924 0.00
H 2.01384 3.20785 -2.74435 0.00
H 4.50685 0.14637 -2.34980 0.00
H 3.62304 -1.01388 -1.34243 0.00
H 4.29048 0.46254 -0.62139 0.00
H 0.10218 -3.13289 2.27600 0.00
H -1.18495 -2.01299 1.75781 0.00
H -0.07248 -1.54169 3.07396 0.00
H 2.72092 -2.77273 1.81094 0.00
H 2.71109 -1.18935 2.64050 0.00
H 3.43844 -1.34276 1.00597 0.00
H 1.18477 -3.47856 -0.22066 0.00
H 1.74648 -2.16004 -1.29296 0.00
H 0.00799 -2.40623 -1.04579 0.00
C -3.27447 -5.04706 -0.22717 0.00
C -3.43175 -5.94858 -1.30875 0.00
C -4.70388 -6.47313 -1.57338 0.00
C -5.78190 -6.18129 -0.72727 0.00
C -5.57580 -5.42199 0.42114 0.00
C -4.32182 -4.90448 0.70149 0.00
S -1.80830 -4.12086 0.08941 0.00
H -1.18498 -3.85809 -1.10567 0.00
H -2.55684 -6.21403 -1.91553 0.00
H -4.84795 -7.10912 -2.44875 0.00
H -6.77373 -6.55606 -0.97443 0.00
H -6.39238 -5.22306 1.09785 0.00
H -4.12930 -4.36030 1.62108 0.00
C -0.53055 5.88797 -0.48392 0.00
N -0.92612 5.14880 -1.68548 0.00
C -0.88219 3.82019 -1.76778 0.00
N -1.31652 3.26282 -2.93328 0.00
O -0.43279 3.04646 -0.83385 -0.02
H -0.75396 6.93726 -0.66955 0.00
H -1.09282 5.57415 0.40760 0.00
H 0.54555 5.80447 -0.28635 0.00
H -1.31847 5.64555 -2.49001 0.00
H -1.34767 2.25269 -2.99710 0.00
H -1.69451 3.82930 -3.68687 0.00
```

Values from the calculation:
Spin multiplicity = 8
HOMO level (spin up / spin down) = -14.4 / -14.4 eV
Energy relative to the best compared isomer or geometry (same formula, charge and spin) = 0.0 kcal per mole
<S²> = 16.05
Largest force on an atom = 3.3 eV/Å
Charge = +3
E_tot = -84940.1580 eV

Number 1: molecular weight 1025.79 g/mol. Number 2: molecular weight 879.42 g/mol. Number 3: molecular weight 597.81 g/mol.